1.
A gas-phase ion, C3H7N2S2 (charge +1). Source: OMol25; level of theory: the ωB97M-V functional and the def2-TZVPD basis.

Last column: Mulliken charge in e.
CARTESIAN COORDINATES (ANGSTROEM)
1 S -2.14278 -0.14649 0.91502  -0.18
2 C -0.32658 -0.34969 0.67398  -0.44
3 N 0.34869 0.87968 1.15746  -0.11
4 C 0.60603 1.58183 0.05360  -0.09
5 N 0.40836 0.91365 -1.03392  -0.09
6 C -0.02046 -0.49018 -0.79364  -0.07
7 S 1.25911 -1.67533 -0.98662  -0.25
8 H -2.09322 -1.28551 1.64672  0.20
9 H 0.21230 -1.16286 1.35525  0.47
10 H 0.56534 0.98965 2.13676  0.23
11 H 0.92419 2.63063 0.26109  0.40
12 H 0.25121 1.33541 -1.93956  0.26
13 H -0.94452 -0.76775 -1.27609  0.45
14 H 0.95232 -2.45305 -2.17004  0.21

The calculation puts the highest occupied orbital energy at -0.49622 Eh. The LUMO energy comes out at -3.80 eV. The total charge is +1. Its spin multiplicity is 1. For the total energy, the calculation gives -27867.5000 eV. As for the SMILES: S[C@@H]1NC=[NH+][C@H]1S.

***

2.
C25H29N3O2 in the gas phase. Source: OMol25; level of theory: the ωB97M-V functional and the def2-TZVPD basis.

Last column: Mulliken charge in e.
CARTESIAN COORDINATES (ANGSTROEM)
1 C 3.83915 -4.01278 2.57915  -0.98
2 O 2.62432 -3.31514 2.68260  -0.42
3 C 1.61007 -3.62279 1.81519  0.28
4 C 1.70329 -4.59856 0.81690  -0.64
5 C 0.62802 -4.85843 -0.01056  -1.26
6 C -0.52743 -4.11982 0.16658  -1.02
7 N -1.72663 -4.18960 -0.49954  0.07
8 C -2.59518 -3.28713 0.01968  -0.35
9 C -3.96936 -3.16260 -0.52085  -1.46
10 C -1.97129 -2.57698 1.03848  0.28
11 C -2.61560 -1.48399 1.74289  0.36
12 O -3.82295 -1.30954 1.72063  -0.67
13 C -1.73015 -0.50995 2.50769  -0.99
14 N -0.54764 -0.14150 1.76051  0.32
15 C -0.86178 0.53240 0.51546  -0.50
16 C 0.42794 0.71746 -0.29129  -1.16
17 N 1.45783 1.44647 0.42614  0.03
18 C 1.23117 2.88303 0.47705  -0.60
19 C 1.33364 3.46725 -0.89556  -0.59
20 C 0.46456 4.33977 -1.39984  -0.02
21 C 0.51266 4.96739 -2.71309  0.84
22 C -0.44810 5.92820 -3.03527  -0.50
23 C -0.44535 6.55640 -4.26558  -0.51
24 C 0.51878 6.23588 -5.20636  -0.45
25 C 1.47670 5.28141 -4.90410  -0.60
26 C 1.47567 4.65380 -3.67381  -0.41
27 C 1.67281 0.82615 1.71811  -1.24
28 C 0.38528 0.65613 2.53252  -0.85
29 C -0.63674 -3.11116 1.15259  2.08
30 C 0.44487 -2.88702 1.99212  0.22
31 H 4.31486 -3.85585 1.60510  0.36
32 H 3.70595 -5.08655 2.74972  0.37
33 H 4.48007 -3.60423 3.35928  0.25
34 H 2.61006 -5.16634 0.68443  0.44
35 H 0.69230 -5.62213 -0.77145  0.38
36 H -1.93239 -4.81521 -1.26124  0.22
37 H -4.37377 -2.18422 -0.27659  0.34
38 H -4.62037 -3.90697 -0.06106  0.27
39 H -3.97747 -3.31520 -1.59952  0.44
40 H -2.35576 0.36214 2.77544  0.40
41 H -1.42110 -0.99779 3.43796  0.46
42 H -1.55857 -0.08588 -0.05426  0.54
43 H -1.34593 1.51100 0.69357  0.20
44 H 0.21374 1.24009 -1.22592  0.41
45 H 0.83209 -0.27322 -0.52044  0.37
46 H 0.26821 3.16707 0.93136  0.24
47 H 2.02983 3.30865 1.09701  0.42
48 H 2.18778 3.12237 -1.45902  0.31
49 H -0.37397 4.64848 -0.78501  0.26
50 H -1.20423 6.18419 -2.30597  0.33
51 H -1.19731 7.29840 -4.49272  0.38
52 H 0.52367 6.72527 -6.16915  0.37
53 H 2.23027 5.02539 -5.63514  0.37
54 H 2.22780 3.91077 -3.45798  0.28
55 H 2.40032 1.41449 2.28171  0.46
56 H 2.09069 -0.16806 1.53403  0.48
57 H 0.61544 0.13602 3.46556  0.60
58 H -0.03671 1.64544 2.79219  0.34
59 H 0.42369 -2.15446 2.77610  0.43

The calculation puts the highest occupied orbital energy at -0.28844 Eh. The LUMO energy comes out at 0.75 eV. Its spin multiplicity is 1. For the total energy, the calculation gives -34960.4187 eV. As for the SMILES: COc1ccc2[nH]c(C)c(C(=O)CN3CCN(C/C=C/c4ccccc4)CC3)c2c1.

***

3.
A molecular structure, C39H43AsF6HfN3O7PS3. Source: OMol25; level of theory: the ωB97M-V functional and the def2-TZVPD basis.

Last column: Mulliken charge in e.
CARTESIAN COORDINATES (ANGSTROEM)
1 Hf 0.50123 -0.85656 2.00798  2.23
2 F -1.16790 -2.59416 4.75335  -0.10
3 C -1.38529 -1.65720 5.67492  0.63
4 F -2.63622 -1.70070 6.06894  -0.19
5 F -0.56816 -1.81647 6.69149  -0.20
6 S -1.07774 0.03461 4.89129  1.32
7 O -1.00467 -0.26596 3.42931  -0.49
8 O -2.11743 0.89267 5.29324  -0.58
9 N 0.36977 0.48956 5.38565  -0.61
10 S 1.53406 0.02896 4.47958  0.99
11 O 1.64110 0.75294 3.18926  -0.85
12 O 1.46358 -1.39538 4.07604  -0.77
13 C 3.06090 0.44239 5.48189  0.56
14 F 3.00789 -0.22811 6.60329  -0.15
15 F 3.04980 1.73477 5.68604  -0.14
16 F 4.08855 0.07810 4.74785  -0.15
17 C 5.00934 -2.93032 1.02294  -1.01
18 C 4.86240 -3.05868 -0.48762  -0.65
19 C 3.79218 -2.13089 -1.04833  -0.22
20 S 2.17745 -2.48880 -0.31026  0.30
21 O 2.04182 -1.32059 0.74186  -0.88
22 C 1.06880 -1.99636 -1.64507  0.77
23 C 0.85792 -3.16636 -2.60384  -0.60
24 C 0.00602 -4.27644 -2.00371  -1.13
25 H 5.78120 -3.60150 1.39479  0.43
26 H 4.08328 -3.18773 1.54625  0.25
27 H 5.28510 -1.91223 1.30540  0.27
28 H 4.64345 -4.08994 -0.77239  0.35
29 H 5.79833 -2.79810 -0.98523  0.42
30 H 3.66496 -2.21408 -2.12919  0.69
31 H 3.97302 -1.08165 -0.79849  -0.30
32 H 1.49339 -1.11208 -2.11919  0.13
33 H 0.12470 -1.73341 -1.15955  -0.59
34 H 1.81945 -3.54787 -2.96068  0.36
35 H 0.36106 -2.74860 -3.47980  0.41
36 H 0.43524 -4.67767 -1.08257  0.30
37 H -0.09378 -5.10540 -2.70269  0.52
38 H -0.99818 -3.90724 -1.77984  0.12
39 C -1.05898 1.29572 -0.93323  -0.33
40 C -2.49023 1.58221 -0.50722  -1.65
41 As -3.70114 1.96523 -2.04523  0.26
42 C -3.10923 0.47141 -3.17856  -0.17
43 C -3.75475 -0.74680 -2.98033  -0.37
44 C -3.39020 -1.87484 -3.70597  -0.83
45 C -2.38673 -1.78957 -4.65989  -0.53
46 C -1.74240 -0.57656 -4.87512  -0.79
47 C -2.10079 0.54346 -4.13835  0.33
48 C -2.68103 3.42522 -2.84971  0.28
49 C -2.85135 3.71020 -4.20251  -0.41
50 C -2.21385 4.79693 -4.78292  -0.61
51 C -1.40134 5.61929 -4.01570  -0.60
52 C -1.23489 5.35197 -2.66491  -0.71
53 C -1.87204 4.26299 -2.08564  -0.03
54 P 0.22801 1.36557 0.35442  0.95
55 C 1.80385 1.56745 -0.51192  0.63
56 C 1.88930 1.50967 -1.90201  -1.25
57 C 3.12516 1.60725 -2.52952  -0.43
58 C 4.27854 1.76465 -1.77633  -0.78
59 C 4.19917 1.82678 -0.38995  -0.79
60 C 2.97000 1.72630 0.24070  -0.68
61 C -0.04770 2.85698 1.33406  1.12
62 C -1.06662 2.83943 2.28910  -0.69
63 C -1.34480 3.97140 3.03629  -1.07
64 C -0.60707 5.13110 2.83505  -0.84
65 C 0.39739 5.15779 1.87888  -0.79
66 C 0.67766 4.02699 1.12441  -0.99
67 H -0.74794 2.02849 -1.68480  0.84
68 H -0.99264 0.31369 -1.40617  0.26
69 H -2.55671 2.43818 0.16499  0.84
70 H -2.92101 0.73374 0.01187  0.28
71 H -4.57335 -0.81435 -2.27142  0.41
72 H -3.92314 -2.80613 -3.55939  0.49
73 H -2.13528 -2.65381 -5.26314  0.48
74 H -0.98709 -0.49399 -5.64823  0.47
75 H -1.62110 1.49324 -4.34652  0.40
76 H -3.49181 3.08494 -4.81533  0.50
77 H -2.36118 5.00683 -5.83416  0.42
78 H -0.91075 6.47140 -4.46695  0.42
79 H -0.61654 5.99839 -2.05466  0.45
80 H -1.73377 4.09008 -1.02305  0.35
81 H 1.00063 1.40187 -2.51188  0.55
82 H 3.18021 1.57990 -3.61007  0.50
83 H 5.23873 1.85721 -2.26672  0.43
84 H 5.09599 1.96628 0.19953  0.50
85 H 2.91721 1.78868 1.32037  0.44
86 H -1.66322 1.94795 2.44284  0.94
87 H -2.13756 3.94810 3.77229  0.51
88 H -0.81844 6.01567 3.42078  0.45
89 H 0.96722 6.06252 1.71461  0.51
90 H 1.45788 4.07024 0.37440  0.52
91 C -4.19034 -3.13006 1.20627  -1.09
92 N -2.75537 -3.34164 1.42787  0.30
93 C -2.29468 -4.56709 1.86592  -0.30
94 C -1.00849 -4.83216 2.16292  -1.36
95 C -0.04693 -3.76577 2.00294  0.89
96 O 1.13727 -3.72795 2.32242  -0.69
97 N -0.55690 -2.60397 1.44635  0.94
98 C -1.87264 -2.32203 1.24533  -0.05
99 O -2.14308 -1.15622 0.93863  -0.47
100 H -4.56440 -3.87680 0.50920  0.40
101 H -4.32659 -2.13893 0.78598  0.31
102 H -4.72968 -3.19947 2.14922  0.34
103 H -3.07096 -5.31245 1.97844  0.60
104 H -0.70406 -5.79632 2.53858  0.57

The calculation puts the highest occupied orbital energy at -0.45569 Eh. The LUMO energy comes out at -5.75 eV. The total charge is +2. Its spin multiplicity is 1. For the total energy, the calculation gives -180178.1603 eV.

***

4.
2 unconnected molecules or ions with the total composition C6H11N2S. Source: OMol25; level of theory: the ωB97M-V functional and the def2-TZVPD basis.

Last column: Mulliken charge in e.
CARTESIAN COORDINATES (ANGSTROEM)
1 C -2.68538 -1.00031 -0.45658  -0.17
2 C -3.32750 0.02159 0.22446  -0.41
3 C 1.52992 0.26168 1.47103  -1.29
4 C 1.17689 1.35527 -0.68559  -1.39
5 C 1.44945 -1.14794 -0.65946  -1.14
6 C 1.18936 0.10402 0.03764  1.37
7 N -1.35782 -0.95813 -0.42705  -0.55
8 N -0.99741 0.04481 0.23251  0.23
9 S -2.08761 1.04880 0.84557  0.11
10 H -3.19226 -1.71878 -1.09314  0.40
11 H -4.33064 0.34650 0.24558  0.42
12 H 1.63291 -0.66975 2.07967  0.39
13 H 2.53957 0.59883 1.33609  0.39
14 H 0.88157 0.85817 2.18137  0.30
15 H 0.42495 1.38369 -1.48521  0.41
16 H 0.79834 2.14265 0.00413  0.37
17 H 2.04585 1.59661 -1.23793  0.41
18 H 2.00186 -0.82016 -1.50769  0.33
19 H 1.84904 -1.98855 -0.13839  0.41
20 H 0.45891 -1.45900 -0.96699  0.43

The calculation puts the highest occupied orbital energy at -0.54087 Eh. The LUMO energy comes out at -4.22 eV. The total charge is +1. Its spin multiplicity is 1. For the total energy, the calculation gives -20206.3952 eV.

***

Gap between HOMO and LUMO: 9.7; 8.6; 6.7; 10.5 (eV)
Largest force on an atom: 4.09; 0.71; 0.91; 4.35 (eV/Å)